8
Properties=species:S:1:pos:R:3:forces:R:3 method="wB97M-V/def2-TZVPD" homo_lumo_gap_ev="6.6 / 10.6" e_above_lowest_kj_mol=0.0 spin_multiplicity=5 molar_mass_g_mol=109.99 homo_ha="-0.2289 / -0.3821" fmax_ev_per_a=1.3 total_charge=0
H 3.059867 -0.051230 -0.534844 0.1663 -0.1172 -0.0460
O -2.797088 0.770088 -0.421664 0.5799 -0.4514 0.0814
V 1.076641 1.256146 0.174541 -0.9942 0.7211 0.3702
H -0.190218 -1.059985 -0.389144 -0.4812 0.6816 0.6871
O 2.107044 -0.112767 -0.457010 0.7070 -0.7708 -0.4059
C -0.744039 -0.403136 0.325785 0.5316 -0.6030 -0.4480
H -0.654703 -0.584236 1.399666 -0.1032 0.0136 -0.3286
C -1.857505 0.185121 -0.097331 -0.4060 0.5260 0.0897